No. 1
{"formula": "C12H24MgN5O8P", "method": "ωB97M-V/def2-TZVPD", "symbols": ["Mg", "N", "C", "C", "C", "N", "H", "H", "H", "H", "H", "H", "H", "H", "H", "H", "O", "O", "N", "C", "P", "O", "O", "C", "N", "H", "H", "H", "H", "H", "H", "H", "H", "H", "H", "O", "C", "O", "C", "C", "C", "C", "C", "C", "N", "O", "O", "H", "H", "H", "H"], "coordinates": [[-0.192, -0.278, 0.448], [-0.727, -0.755, 2.465], [-0.147, 0.035, 3.582], [1.370, 0.142, 3.471], [1.859, 1.160, 2.451], [1.602, 0.731, 1.049], [-1.741, -0.681, 2.505], [-0.527, -1.739, 2.628], [-0.421, -0.402, 4.543], [-0.588, 1.032, 3.538], [1.797, -0.844, 3.250], [1.766, 0.434, 4.444], [2.923, 1.354, 2.596], [1.329, 2.101, 2.607], [2.203, -0.074, 0.849], [1.970, 1.435, 0.413], [-2.073, 0.035, -0.126], [-1.689, 1.253, 0.611], [-1.046, -2.267, -2.405], [0.409, -2.567, -2.574], [1.337, -2.494, -0.984], [2.615, -1.733, -1.098], [0.336, -2.148, 0.100], [1.954, -4.222, -0.669], [3.420, -4.212, -1.012], [-1.289, -2.188, -1.410], [-1.646, -2.971, -2.830], [-1.245, -1.306, -2.838], [0.841, -1.817, -3.235], [0.515, -3.545, -3.039], [1.442, -5.014, -1.210], [1.864, -4.419, 0.397], [3.992, -4.697, -0.321], [3.672, -3.192, -1.046], [3.618, -4.627, -1.923], [-1.274, 0.291, -3.177], [-0.791, 0.787, -2.156], [0.174, 0.362, -1.463], [-1.452, 2.073, -1.690], [-1.956, 2.983, -2.588], [-2.623, 4.108, -2.118], [-2.743, 4.415, -0.733], [-2.206, 3.560, 0.153], [-1.468, 2.348, -0.249], [-2.213, 3.895, 1.593], [-1.294, 3.434, 2.237], [-3.057, 4.664, 1.968], [-1.888, 2.779, -3.648], [-3.074, 4.787, -2.832], [-3.240, 5.314, -0.392], [-0.400, 2.679, -0.131]], "atomic_forces_ev_per_a": [[-0.17, 0.36, 0.50], [0.01, -0.08, 0.28], [0.02, 0.04, -0.07], [-0.05, 0.00, -0.06], [-0.11, 0.08, -0.04], [0.38, -0.31, 0.10], [-0.01, 0.02, -0.05], [0.01, 0.00, 0.00], [0.00, 0.00, 0.00], [0.00, 0.01, 0.02], [0.02, -0.01, 0.04], [0.01, 0.00, 0.01], [0.00, -0.02, 0.02], [0.03, 0.01, 0.00], [0.12, 0.08, 0.03], [-0.16, 0.03, -0.03], [-0.43, 0.32, 0.00], [0.23, 0.04, -0.10], [-0.03, 0.33, -0.03], [0.00, 0.03, -0.04], [0.21, -0.06, 0.25], [-0.05, -0.07, -0.13], [0.09, -0.42, -0.49], [-0.02, -0.01, 0.10], [0.04, 0.00, 0.02], [0.03, -0.05, -0.02], [0.00, 0.04, -0.04], [0.03, -0.08, 0.03], [-0.04, 0.02, 0.00], [0.02, 0.01, -0.02], [0.05, -0.03, -0.01], [-0.05, 0.01, 0.00], [-0.02, -0.01, -0.02], [-0.03, -0.01, -0.03], [0.00, 0.03, 0.02], [0.00, -0.29, -0.06], [0.00, 0.05, 0.13], [0.08, 0.13, -0.32], [0.00, -0.08, -0.06], [-0.01, 0.02, 0.02], [0.02, -0.03, 0.04], [0.08, 0.06, 0.04], [-0.21, 0.00, -0.09], [-0.11, -0.31, 0.20], [0.26, 0.37, -0.18], [-0.02, -0.18, 0.05], [-0.18, -0.15, 0.10], [-0.01, -0.01, 0.00], [0.01, 0.02, 0.00], [-0.02, -0.01, -0.04], [-0.01, 0.12, -0.08]], "energy_ha": -1888.27786, "homo_energy_ev": -14.791, "homo_lumo_gap_ev": 6.427, "relative_energy_kcal_mol": 15.86, "multiplicity": 1, "total_charge": 2}

No. 2
{"formula": "C5H7NO", "method": "ωB97M-V/def2-TZVPD", "symbols": ["O", "C", "C", "C", "C", "C", "N", "H", "H", "H", "H", "H", "H", "H"], "coordinates": [[-0.854, 2.169, 0.448], [-0.520, 1.044, 0.741], [-0.519, -0.064, -0.267], [0.707, -0.856, -0.601], [1.560, -1.105, 0.616], [0.486, -1.602, 1.232], [-0.434, -1.496, 0.095], [-1.321, 2.491, -1.825], [-0.208, 0.792, 1.769], [-1.191, 0.119, -1.104], [0.934, -1.117, -1.631], [-1.444, 2.479, -2.560], [2.596, -0.915, 0.864], [0.208, -1.939, 2.225]], "atomic_forces_ev_per_a": [[0.12, -0.49, 0.16], [-0.07, 0.29, -0.04], [-0.09, 0.24, -0.10], [0.17, 0.04, -0.35], [-0.05, -0.04, 0.14], [0.17, 0.00, 0.20], [-0.18, -0.18, 0.09], [-0.02, 0.03, -0.12], [-0.02, 0.04, -0.11], [0.11, -0.02, 0.13], [-0.04, 0.07, 0.16], [0.00, 0.01, 0.01], [-0.17, -0.04, -0.02], [0.06, 0.04, -0.16]], "energy_ha": -324.54871, "homo_energy_ev": -9.406, "homo_lumo_gap_ev": 10.153, "relative_energy_kcal_mol": 110.29, "multiplicity": 1, "total_charge": 0}

No. 3
{"formula": "C9H12Se", "method": "ωB97M-V/def2-TZVPD", "symbols": ["C", "C", "C", "C", "C", "C", "C", "C", "C", "H", "H", "H", "H", "H", "H", "H", "H", "H", "H", "Se", "H", "H"], "coordinates": [[-2.159, 0.108, 2.546], [-1.448, 0.567, 1.352], [-0.930, -0.171, 0.427], [-0.111, 0.294, -0.682], [0.248, 1.617, -0.933], [1.181, 1.874, -1.839], [1.759, 0.838, -2.606], [1.333, -0.457, -2.532], [0.421, -0.730, -1.497], [-2.009, -0.938, 2.938], [-2.150, 0.969, 3.290], [-3.174, -0.120, 2.198], [-1.542, 1.733, 1.240], [-1.063, -1.287, 0.504], [-0.259, 2.572, -0.480], [1.767, 2.792, -1.762], [2.603, 1.182, -3.161], [1.781, -1.169, -3.236], [0.127, -1.813, -1.473], [1.558, -2.556, 2.598], [1.283, -3.573, 1.618], [0.784, -1.733, 1.489]], "atomic_forces_ev_per_a": [[-1.53, -0.48, 1.06], [-0.91, 3.44, 0.95], [0.48, -1.97, -1.11], [-0.15, -1.67, -0.84], [-2.89, 1.79, 2.01], [3.22, -0.38, -1.31], [0.15, 1.74, 0.41], [-0.06, 0.38, 0.34], [0.08, -0.88, -1.19], [1.10, 1.24, -0.02], [-0.25, -1.70, -0.46], [-0.50, 0.92, 0.29], [0.74, -2.27, 0.07], [0.33, 1.15, -0.02], [0.98, -2.32, -0.17], [-0.72, 0.22, -0.63], [0.40, -0.35, -0.81], [-0.46, -0.12, 0.64], [-0.07, 1.26, 0.75], [-1.17, 1.40, -1.58], [0.18, -0.93, -0.08], [1.05, -0.46, 1.70]], "energy_ha": -2751.47178, "homo_energy_ev": -8.291, "homo_lumo_gap_ev": 9.017, "relative_energy_kcal_mol": 28.75, "multiplicity": 1, "total_charge": 0, "smiles": "C/C=C/c1ccccc1.[SeH2]"}

No. 4
{"formula": "H3OS2", "method": "ωB97M-V/def2-TZVPD", "symbols": ["O", "H", "S", "S", "H", "H"], "coordinates": [[-2.535, 0.902, -0.056], [-2.121, 0.080, 0.234], [0.891, -1.168, 0.544], [0.617, 0.573, -0.509], [-1.826, 1.165, -0.684], [1.344, 1.593, 0.066]], "atomic_forces_ev_per_a": [[0.42, -0.02, -0.80], [-0.08, -0.15, 0.41], [0.03, -0.08, 0.31], [0.34, 0.80, -0.55], [-0.47, 0.14, 0.57], [-0.25, -0.69, 0.05]], "energy_ha": -873.45809, "homo_energy_ev": -2.426, "homo_lumo_gap_ev": 6.175, "relative_energy_kcal_mol": 5.90, "multiplicity": 1, "total_charge": -1}

No. 5
{"formula": "C4H9N", "method": "ωB97M-V/def2-TZVPD", "symbols": ["C", "N", "C", "C", "H", "H", "H", "H", "H", "C", "H", "H", "H", "H"], "coordinates": [[-0.832, -0.636, 1.774], [-0.098, 0.235, 0.848], [1.249, -0.300, 0.488], [1.242, 0.637, 1.354], [-0.165, -1.222, 2.425], [-1.489, -0.020, 2.398], [-1.455, -1.326, 1.194], [1.676, -1.044, -0.161], [1.664, 1.347, 2.046], [-0.356, 0.467, -2.469], [0.314, 1.172, -2.969], [-0.012, -0.552, -2.669], [-1.367, 0.580, -2.867], [-0.372, 0.662, -1.392]], "atomic_forces_ev_per_a": [[-0.11, -0.06, 0.08], [-0.11, -0.05, 0.13], [0.17, 0.07, 0.16], [0.16, -0.16, -0.05], [-0.08, 0.08, -0.08], [0.07, -0.10, -0.08], [0.06, 0.10, 0.09], [-0.07, 0.16, 0.04], [-0.05, -0.05, -0.14], [-0.01, 0.01, -0.01], [-0.10, -0.08, 0.05], [-0.04, 0.15, 0.07], [0.14, 0.01, 0.01], [0.00, -0.07, -0.27]], "energy_ha": -212.41380, "homo_energy_ev": -8.371, "homo_lumo_gap_ev": 9.539, "relative_energy_kcal_mol": 86.20, "multiplicity": 1, "total_charge": 0, "smiles": "CN1C=C1.C"}

No. 6
{"formula": "C6H12N2O2", "method": "ωB97M-V/def2-TZVPD", "symbols": ["C", "C", "C", "N", "C", "C", "O", "C", "O", "N", "H", "H", "H", "H", "H", "H", "H", "H", "H", "H", "H", "H"], "coordinates": [[-4.127, 0.798, -0.609], [-3.308, 0.121, -0.053], [-2.306, -0.790, 0.538], [-1.080, -0.972, -0.233], [-0.281, 0.253, -0.408], [0.710, 0.440, 0.715], [1.263, 1.735, 0.650], [1.777, -0.648, 0.753], [2.484, -0.863, -0.470], [3.190, 0.336, -0.835], [-4.879, 1.390, -1.098], [-2.770, -1.768, 0.684], [-2.030, -0.424, 1.549], [-1.313, -1.341, -1.143], [-0.919, 1.151, -0.501], [0.255, 0.161, -1.366], [0.189, 0.356, 1.676], [2.036, 1.663, 0.075], [2.471, -0.416, 1.578], [1.311, -1.613, 0.945], [4.171, 0.136, -0.591], [3.156, 0.295, -1.854]], "atomic_forces_ev_per_a": [[-0.29, 0.21, -0.14], [0.09, -0.15, -0.14], [0.23, 0.23, 0.59], [0.05, 0.26, -0.05], [-0.59, -0.20, -0.74], [0.12, -0.22, 0.15], [0.03, 0.25, 0.20], [0.08, -0.01, 0.10], [-0.08, 0.29, 0.23], [0.44, -0.49, -0.16], [0.35, -0.20, 0.23], [0.00, 0.04, 0.01], [-0.19, -0.16, -0.52], [-0.06, -0.09, -0.02], [0.22, -0.19, 0.17], [-0.05, 0.04, 0.34], [-0.04, 0.08, -0.02], [0.15, 0.06, -0.10], [0.00, -0.07, -0.25], [-0.06, 0.00, 0.03], [-0.42, 0.16, -0.09], [0.02, 0.15, 0.18]], "energy_ha": -495.66907, "homo_energy_ev": -9.182, "homo_lumo_gap_ev": 10.035, "relative_energy_kcal_mol": 105.71, "multiplicity": 1, "total_charge": 0, "smiles": "C#CCNC[C@H](O)CON"}

Please write out number 6 again, unchanged.
{"formula": "C6H12N2O2", "method": "ωB97M-V/def2-TZVPD", "symbols": ["C", "C", "C", "N", "C", "C", "O", "C", "O", "N", "H", "H", "H", "H", "H", "H", "H", "H", "H", "H", "H", "H"], "coordinates": [[-4.127, 0.798, -0.609], [-3.308, 0.121, -0.053], [-2.306, -0.790, 0.538], [-1.080, -0.972, -0.233], [-0.281, 0.253, -0.408], [0.710, 0.440, 0.715], [1.263, 1.735, 0.650], [1.777, -0.648, 0.753], [2.484, -0.863, -0.470], [3.190, 0.336, -0.835], [-4.879, 1.390, -1.098], [-2.770, -1.768, 0.684], [-2.030, -0.424, 1.549], [-1.313, -1.341, -1.143], [-0.919, 1.151, -0.501], [0.255, 0.161, -1.366], [0.189, 0.356, 1.676], [2.036, 1.663, 0.075], [2.471, -0.416, 1.578], [1.311, -1.613, 0.945], [4.171, 0.136, -0.591], [3.156, 0.295, -1.854]], "atomic_forces_ev_per_a": [[-0.29, 0.21, -0.14], [0.09, -0.15, -0.14], [0.23, 0.23, 0.59], [0.05, 0.26, -0.05], [-0.59, -0.20, -0.74], [0.12, -0.22, 0.15], [0.03, 0.25, 0.20], [0.08, -0.01, 0.10], [-0.08, 0.29, 0.23], [0.44, -0.49, -0.16], [0.35, -0.20, 0.23], [0.00, 0.04, 0.01], [-0.19, -0.16, -0.52], [-0.06, -0.09, -0.02], [0.22, -0.19, 0.17], [-0.05, 0.04, 0.34], [-0.04, 0.08, -0.02], [0.15, 0.06, -0.10], [0.00, -0.07, -0.25], [-0.06, 0.00, 0.03], [-0.42, 0.16, -0.09], [0.02, 0.15, 0.18]], "energy_ha": -495.66907, "homo_energy_ev": -9.182, "homo_lumo_gap_ev": 10.035, "relative_energy_kcal_mol": 105.71, "multiplicity": 1, "total_charge": 0, "smiles": "C#CCNC[C@H](O)CON"}